This record from OMol25 describes a 4-piece molecular cluster, C25H27NO9 overall. The level of theory is wB97M-V/def2-TZVPD.

For the highest occupied orbital energy, the calculation gives -8.006 eV. The total charge is 0. Its multiplicity is 1. The value obtained for the LUMO energy is -1.86 eV.

Each line ends with the natural charge from an NBO analysis.
Atoms and positions in Å:
O (-9.2433, -3.2348, 0.6175)  -0.491
O (-5.9496, -0.8290, 4.0283)  -0.494
O (-4.3964, -0.1958, -0.8776)  -0.273
O (7.5501, -0.1134, -5.2023)  -0.480
O (2.4570, -0.3024, -3.6879)  -0.497
O (2.4781, 1.4006, 2.8745)  -0.502
O (6.9291, -0.0164, 5.4143)  -0.481
O (-2.4779, 1.4209, -2.4807)  -0.573
O (-3.8502, -1.3231, -0.4972)  -0.439
N (0.1016, 2.2887, -0.5982)  -0.644
C (4.7881, 0.9547, 2.7441)  -0.235
C (4.4298, -1.4894, -4.1890)  -0.217
C (3.4995, 0.7842, 4.9065)  -0.219
C (-2.2677, 1.1517, -1.0197)  0.046
C (-7.1953, -2.1197, 0.9561)  -0.230
C (5.7106, -1.4425, -4.5683)  -0.228
C (2.5302, -0.7590, -0.2343)  -0.492
C (3.5018, 1.0738, 3.4590)  0.479
C (1.8832, 0.4824, -0.7545)  -0.174
C (5.9053, 0.3103, 4.8298)  0.465
C (-1.6095, 0.5521, -3.2939)  -0.282
C (5.9076, 0.5999, 3.3823)  -0.213
C (4.2966, 1.0266, -4.3219)  -0.224
C (-8.4860, -2.6807, 1.4024)  0.479
C (4.6190, 0.4294, 5.5447)  -0.227
C (-6.7069, -1.3831, 3.2434)  0.470
C (6.3785, -0.1572, -4.8531)  0.467
C (5.5773, 1.0735, -4.7012)  -0.225
C (0.6940, 1.1553, 0.2092)  -0.288
C (-6.3663, -1.5161, 1.8132)  -0.227
C (-1.3974, 2.4128, -0.4315)  -0.255
C (-3.6891, 0.9445, -0.2070)  -0.132
C (-8.8266, -2.5477, 2.8326)  -0.230
C (3.6286, -0.2586, -4.0370)  0.471
C (-7.9975, -1.9441, 3.6898)  -0.228
H (-1.3977, 1.0344, -4.3646)  0.209
H (2.5480, 0.8753, 5.4167)  0.235
H (3.9246, -2.4237, -3.9769)  0.235
H (-1.7238, 3.3647, -1.0739)  0.225
H (-1.6727, 0.1461, -0.9556)  0.177
H (-2.1728, -0.4655, -3.4354)  0.174
H (-5.4157, -1.1001, 1.5015)  0.241
H (3.6820, -0.7879, 0.0663)  0.211
H (-8.2317, -1.8388, 4.7421)  0.232
H (6.3119, -2.3363, -4.6836)  0.236
H (3.6952, 1.9204, -4.2066)  0.232
H (6.8591, 0.5089, 2.8721)  0.234
H (-3.0792, -1.5590, -1.1250)  0.448
H (6.0826, 2.0079, -4.9133)  0.236
H (-9.7771, -2.9637, 3.1444)  0.232
H (-1.6544, 2.6892, 0.6902)  0.205
H (0.3251, 2.1288, -1.6136)  0.358
H (4.6348, 0.2143, 6.6061)  0.236
H (-6.9611, -2.2250, -0.0962)  0.241
H (2.1860, 1.0021, -1.7857)  0.217
H (4.7723, 1.1699, 1.6826)  0.235
H (-3.4061, 0.5464, 0.8822)  0.202
H (-0.0542, 0.3025, 0.4962)  0.183
H (-4.3560, 1.9140, -0.1523)  0.222
H (1.8086, -1.6995, -0.0966)  0.216
H (1.2247, 1.4989, 1.2133)  0.265
H (-0.5587, 0.3273, -2.8267)  0.187

Atomic forces in eV per Å
0.5 0.3 0.5
-0.5 -0.3 -0.5
-1.4 5.5 -0.6
-0.8 0.0 0.2
0.7 0.0 -0.4
0.7 -0.2 0.6
-0.7 0.2 -0.4
1.5 -1.3 1.2
3.3 -4.5 0.5
-1.1 -1.2 0.2
0.5 -0.1 0.0
0.4 -0.2 -0.1
0.2 -0.1 0.4
-0.1 0.5 0.2
0.4 0.2 0.1
-0.4 -0.2 0.1
-1.4 2.2 -1.1
-0.7 0.2 -0.4
0.7 -2.3 2.0
0.8 -0.3 0.5
0.1 -0.5 -0.9
-0.2 0.1 -0.4
0.4 0.2 -0.1
-0.5 -0.4 -0.6
-0.5 0.1 0.0
0.6 0.4 0.5
0.9 0.0 -0.3
-0.4 0.2 0.1
1.0 -1.3 -1.5
-0.1 -0.1 -0.4
-0.5 1.0 -0.4
1.5 -0.5 0.0
0.1 0.2 0.5
-0.8 -0.1 0.2
-0.4 -0.2 -0.1
-0.8 -0.9 2.5
0.0 0.0 -0.1
0.0 0.0 0.0
0.5 -2.2 1.4
-1.0 1.9 0.2
1.1 1.7 0.1
0.0 0.0 0.0
-2.4 -0.6 -2.0
0.0 0.0 0.0
0.0 0.1 0.0
0.0 0.0 0.0
0.0 0.0 0.1
-1.6 0.8 1.0
0.0 0.0 0.0
0.0 0.0 0.0
0.6 -0.9 -2.2
-0.5 0.2 1.5
0.0 0.0 0.0
0.0 0.0 0.0
0.1 -0.4 3.0
-0.1 0.0 0.0
-0.7 1.1 -2.3
1.1 1.4 -0.5
1.2 -2.2 -0.4
1.7 2.5 1.1
-1.2 -0.6 -2.5
-2.0 0.5 -0.6

This record from OMol25 describes C25H28BN7O2Pt as an isolated structure. The level of theory is wB97M-V/def2-TZVPD.

For the highest occupied orbital energy (alpha / beta), the calculation gives -7.573 / -8.101 eV. The total charge is 0. Its multiplicity is 3. The value obtained for the LUMO energy (alpha / beta) is -0.20 / -2.71 eV. Its energy above the lowest of the compared OMol25 structures with the same formula, charge and spin is 2.831 eV.

Each line ends with the natural charge from an NBO analysis.
Atoms and positions in Å:
Pt (-0.5029, -0.6671, -0.3661)  1.097
O (-3.8192, 0.2851, -1.1073)  -0.609
O (-1.7692, 0.0069, -2.0334)  -0.729
N (3.4242, -2.5788, 2.0700)  -0.292
N (0.9640, -3.5319, -0.2141)  -0.329
N (-0.6834, 2.4534, 0.5714)  -0.579
N (1.2148, -0.9080, -1.4215)  -0.375
N (2.2847, -1.7799, -1.2392)  -0.310
N (-0.1429, -2.6973, -0.1320)  -0.381
N (3.5669, -3.3201, 0.9395)  -0.346
C (-1.2743, 1.6352, 2.6806)  -0.257
C (-4.0807, 2.9212, -2.8550)  -0.649
C (3.1123, -1.6162, -2.3074)  0.039
C (-1.9304, 0.2950, 0.7206)  -0.428
C (-2.5865, -0.5814, 1.6463)  -0.072
C (1.5236, -0.0420, -2.4312)  0.008
C (-0.8712, -4.7994, -0.4182)  -0.350
C (-3.4859, 3.1005, 0.0139)  -0.662
C (0.5155, -4.7935, -0.4818)  0.019
C (-1.3191, 1.4598, 1.2980)  0.229
C (5.1378, -3.8818, 2.4803)  -0.358
C (-1.2505, -3.4809, -0.1478)  -0.015
C (-1.0361, 2.9668, -0.6706)  0.150
C (-2.6171, -0.3154, 3.0124)  -0.265
C (4.3120, -2.8722, 2.9911)  -0.072
C (-2.6235, 0.1342, -1.0836)  0.846
C (2.6674, 2.5542, 3.2078)  -0.849
C (-1.9763, 0.8041, 3.5464)  -0.135
C (-0.3080, 3.3896, -2.8978)  -0.208
C (-1.6412, 3.2562, -3.3018)  -0.218
C (2.6955, -0.5117, -3.0446)  -0.351
C (0.0075, 3.2704, -1.5514)  -0.245
C (-2.6798, 3.1328, -2.3774)  0.032
C (4.6531, -4.1599, 1.1837)  -0.051
C (-2.3938, 3.0972, -1.0068)  -0.040
B (2.4687, -3.1256, -0.3729)  0.629
H (1.9889, 2.3033, 3.9364)  0.206
H (1.0363, 3.3114, -1.1756)  0.218
H (2.8935, -3.9318, -1.1962)  -0.069
H (3.2134, -0.1304, -3.9049)  0.235
H (-1.5247, -5.6465, -0.5726)  0.236
H (-3.1309, 3.2927, 1.0276)  0.218
H (3.9663, -2.2694, -2.4057)  0.234
H (4.9552, -4.8584, 0.4276)  0.208
H (-3.1332, -0.9798, 3.7030)  0.224
H (-4.7644, 3.6969, -2.4862)  0.215
H (2.4286, 1.9899, 2.2909)  0.214
H (-0.7108, 2.4743, 3.0943)  0.220
H (1.2332, -5.5781, -0.7124)  0.234
H (-4.4414, 1.9390, -2.5122)  0.253
H (-4.0077, 2.1376, 0.0154)  0.254
H (5.9363, -4.2904, 3.0387)  0.218
H (2.5841, 3.6294, 2.9767)  0.204
H (-1.9666, 1.0140, 4.6180)  0.227
H (-4.0847, 2.9229, -3.9494)  0.215
H (-3.0526, -1.4852, 1.2697)  0.209
H (-2.2152, -3.0098, 0.0004)  0.216
H (-4.2464, 3.8520, -0.2251)  0.226
H (4.2853, -2.3430, 3.9387)  0.207
H (3.7065, 2.3265, 3.5048)  0.225
H (0.8701, 0.7826, -2.6865)  0.250
H (0.4816, 3.5615, -3.6271)  0.216
H (-1.9013, 3.2283, -4.3632)  0.213
H (0.0447, 2.9610, 1.0746)  0.400

Atomic forces in eV per Å
1.6 -0.1 0.1
0.9 -0.8 0.8
-1.6 1.0 1.4
-2.2 1.7 -0.6
-1.3 -0.5 -0.3
0.4 0.4 1.4
2.3 1.1 0.3
0.4 0.2 -1.5
0.1 -3.0 2.0
-0.2 0.7 0.9
-0.3 -0.4 1.6
-0.2 0.0 -0.2
-0.7 1.0 1.2
-1.1 -0.3 0.3
0.1 0.7 0.8
0.8 -2.0 0.2
-0.1 -0.3 0.0
-0.5 -0.3 0.2
-0.1 0.9 0.6
0.5 0.8 -1.2
-0.6 -0.2 -1.3
1.7 0.2 -0.5
-0.2 0.0 -0.3
-0.5 -0.7 -0.5
-0.4 -0.4 -1.5
-0.4 0.9 -2.1
1.8 0.8 -2.3
1.0 0.6 -0.8
-0.1 0.3 0.1
0.0 -0.1 -0.1
0.0 0.0 0.1
-0.3 -0.4 -0.4
0.3 0.1 -0.2
-0.5 0.8 0.6
0.8 -0.2 -0.4
0.3 -0.8 -0.1
-1.5 -0.6 1.9
-0.4 -0.2 -0.2
0.1 0.3 0.6
-0.1 0.2 -0.1
0.1 0.1 0.1
0.1 0.1 -0.1
-0.1 0.1 -0.1
0.2 -0.2 0.0
0.1 0.0 -0.3
0.1 -0.2 -0.1
0.2 0.1 0.3
-0.3 -0.1 -0.2
-0.3 0.2 0.2
0.0 0.4 -0.1
0.0 0.2 0.1
0.8 -0.7 0.0
0.1 -0.4 0.1
-0.1 -0.1 -0.4
-0.2 0.1 0.2
-0.1 0.2 0.0
0.2 -0.3 -0.2
0.2 0.0 0.0
0.2 -0.2 -0.2
-0.6 0.1 -0.1
0.0 -0.2 0.1
-0.2 0.0 0.1
0.2 0.1 0.3
-0.4 -0.3 -0.1

This record from OMol25 describes C25H28F5O2Rh as an isolated structure. The level of theory is wB97M-V/def2-TZVPD.

For the highest occupied orbital energy (alpha / beta), the calculation gives -6.553 / -8.034 eV. The total charge is 0. Its multiplicity is 5. The value obtained for the LUMO energy (alpha / beta) is 0.52 / -1.81 eV. Its energy above the lowest of the compared OMol25 structures with the same formula, charge and spin is 0.000 eV.

Each line ends with the natural charge from an NBO analysis.
Atoms and positions in Å:
Rh (1.2866, -1.0081, 1.2561)  0.884
F (0.7329, 1.2817, 6.5194)  -0.304
F (0.4282, -0.7175, 4.8443)  -0.344
F (1.9157, 3.6492, 5.7583)  -0.295
F (2.8539, 3.8949, 3.1394)  -0.301
F (2.5607, 1.8504, 1.3941)  -0.333
O (-0.0761, 1.1769, -0.0343)  -0.561
O (0.6573, -0.6743, -3.3176)  -0.562
C (1.0082, 0.4095, 4.3211)  0.351
C (2.1964, 2.7856, 3.5482)  0.245
C (-1.0131, 2.7583, -1.5665)  -0.442
C (0.1243, -2.5077, 1.9830)  -0.313
C (0.5945, 0.6185, -4.0469)  -0.063
C (1.1532, 1.4532, 5.2406)  0.237
C (-0.8938, 0.4432, -0.9594)  -0.106
C (1.3338, -2.3382, 2.7605)  -0.312
C (-3.0881, 0.3593, 1.6461)  -0.059
C (-2.9936, -0.9275, 2.2531)  -0.397
C (2.0397, 1.7132, 2.6452)  0.349
C (-2.4913, -0.7512, 3.5685)  -0.109
C (0.5271, -2.7414, 0.6162)  -0.331
C (1.9645, -2.7573, 0.5626)  -0.341
C (0.4589, -1.3214, -4.6280)  0.277
C (2.4559, -2.5412, 1.8952)  -0.301
C (-2.2783, 0.6416, 3.7901)  -0.218
C (1.7367, 2.6469, 4.8620)  0.268
C (1.6458, -2.2296, -4.8668)  -0.625
C (-0.8567, -2.0725, -4.7066)  -0.627
C (-0.1976, 2.5884, -0.2814)  -0.062
C (-1.7131, 1.3964, -1.8301)  -0.430
C (0.4213, 0.0146, -5.4234)  -0.469
C (1.4314, 0.5181, 2.9985)  -0.431
C (-2.7024, 1.3376, 2.6182)  -0.307
H (-1.7275, 3.5617, -1.3990)  0.219
H (1.4870, 1.2450, -3.9483)  0.185
H (-0.5410, 0.2824, -5.8759)  0.211
H (-2.3069, -1.5497, 4.2916)  0.218
H (-1.7040, -1.4465, -4.4214)  0.212
H (2.5803, -2.9335, -0.3191)  0.251
H (-3.4338, 0.5726, 0.6374)  0.204
H (1.6427, -2.6728, -5.8638)  0.213
H (3.5015, -2.5229, 2.1950)  0.246
H (-3.2792, -1.8776, 1.7863)  0.220
H (0.8225, 3.0234, -0.3928)  0.191
H (-2.7619, 1.3893, -1.4971)  0.205
H (-1.6855, 1.0851, -2.8730)  0.209
H (-0.3075, 3.0775, -2.3423)  0.209
H (-0.1582, -2.9794, -0.2077)  0.248
H (2.5799, -1.7034, -4.6806)  0.220
H (-0.8254, -2.9157, -4.0106)  0.212
H (-1.9107, 1.1026, 4.7028)  0.223
H (1.2723, 0.1929, -6.0820)  0.215
H (-0.6910, 3.0575, 0.6054)  0.174
H (-0.8835, -2.4853, 2.3755)  0.255
H (-2.7480, 2.4151, 2.4926)  0.219
H (1.3818, -2.1250, 3.8088)  0.263
H (-1.0301, -2.4612, -5.7183)  0.218
H (1.5747, -3.0316, -4.1282)  0.213
H (-0.2331, -0.1771, -1.5765)  0.224
H (-1.5430, -0.2391, -0.3893)  0.179
H (-0.2950, 1.1662, -3.7294)  0.176

Atomic forces in eV per Å
0.0 11.7 -2.4
0.2 0.2 -0.6
0.1 0.6 -0.3
-0.2 -0.7 -0.6
-0.4 -0.3 0.4
-0.2 0.1 0.5
-0.4 0.3 -0.4
-0.2 1.1 -2.1
0.2 0.6 0.0
0.2 -0.5 -0.7
0.0 0.2 0.1
0.0 -2.1 1.0
-0.1 0.5 0.8
-0.3 -0.6 0.4
0.2 -1.0 0.0
-0.1 -3.7 1.0
-0.2 -0.9 0.7
0.2 -0.1 0.6
-0.1 0.2 0.9
-0.7 -1.4 -1.7
-1.4 -2.3 -0.1
0.9 -1.9 -0.3
-0.1 -0.5 -0.6
0.9 -1.9 1.0
-0.8 2.8 -1.9
0.5 0.6 -0.2
-0.2 -0.2 0.2
0.1 -0.3 0.3
0.3 0.0 0.7
0.2 0.5 0.9
0.2 -0.4 0.7
-0.2 -0.5 -0.3
1.1 -0.6 2.4
-0.1 0.1 -0.3
-0.1 -0.3 0.4
0.4 -0.3 -0.1
-0.1 0.4 -0.3
0.1 0.1 -0.1
-0.2 0.1 0.3
0.0 -0.1 0.3
0.0 0.1 0.0
-0.3 0.1 -0.1
0.2 0.5 0.3
-0.7 -0.3 0.2
0.3 0.3 -0.2
-0.3 0.1 0.2
-0.4 -0.3 -0.2
0.4 0.4 0.4
0.0 0.1 -0.2
-0.1 0.0 -0.1
-0.1 -0.1 -0.2
-0.2 -0.1 -0.1
0.3 -0.3 -0.6
0.2 0.1 -0.2
0.2 -0.3 0.0
0.0 -0.2 0.0
0.1 0.1 0.2
0.1 -0.1 -0.1
-0.2 0.2 0.3
0.2 0.2 0.0
0.6 0.1 -0.1

This record from OMol25 describes C25H28F6N4OPS2Tm as an isolated structure. The level of theory is wB97M-V/def2-TZVPD.

For the highest occupied orbital energy (alpha / beta), the calculation gives -7.738 / -7.740 eV. The total charge is 0. Its multiplicity is 3. The value obtained for the LUMO energy (alpha / beta) is 0.36 / 0.36 eV. Its energy above the lowest of the compared OMol25 structures with the same formula, charge and spin is 0.000 eV.

Each line ends with the natural charge from an NBO analysis.
Atoms and positions in Å:
Tm (0.2787, -0.5897, -0.6656)  1.678
S (-2.2787, -1.6837, 0.0763)  -0.291
S (-0.0556, -2.6894, -2.4187)  -0.241
P (3.1882, -0.0244, -1.4669)  2.628
F (3.5094, 1.5111, -1.3119)  -0.556
F (2.6343, -1.5453, -1.5013)  -0.543
F (3.9023, -0.1635, -2.8539)  -0.550
F (2.2820, 0.0700, 0.0031)  -0.593
F (4.4520, -0.4550, -0.6301)  -0.558
F (1.7461, 0.3702, -2.2061)  -0.553
O (-1.0292, 0.0332, -2.3045)  -0.683
N (-3.7438, 0.1949, 1.2748)  -0.496
N (0.4462, 1.9951, -0.4733)  -0.509
N (-1.3793, 0.5129, 1.1548)  -0.594
N (-1.8954, -0.8109, -2.8703)  0.008
C (1.1666, 2.6297, 0.4508)  0.067
C (4.9062, -3.2727, 0.8548)  -0.636
C (1.1080, -3.4200, 1.0245)  0.006
C (-3.7271, -2.4458, -4.0442)  -0.155
C (0.6435, 4.7929, -0.4376)  0.033
C (3.1895, -1.8598, 2.0307)  -0.261
C (-4.0267, -1.0956, -3.8425)  -0.269
C (1.5838, -0.3520, 3.2422)  -0.658
C (-3.0865, -0.3065, -3.2504)  0.055
C (-2.7251, 2.0468, 2.3723)  -0.361
C (-1.5153, 1.6151, 1.8963)  0.095
C (-1.5619, -2.1209, -3.0055)  0.078
C (3.4801, -2.9360, 1.2011)  0.028
C (0.0211, -4.4015, 0.6736)  -0.646
C (-3.8474, 1.2982, 2.0025)  0.302
C (1.2865, 4.0056, 0.5093)  -0.258
C (1.8808, -1.5217, 2.3384)  0.108
C (2.4309, -3.7053, 0.7083)  -0.180
C (0.7652, 6.2920, -0.4366)  -0.639
C (-5.2247, 1.7176, 2.4247)  -0.655
C (-0.0993, 4.1280, -1.4062)  -0.207
C (0.8413, -2.2823, 1.8005)  -0.360
C (-0.1708, 2.7479, -1.3928)  0.051
C (-2.5167, -2.9399, -3.6339)  -0.233
C (-2.5040, -0.2001, 0.9051)  0.276
H (-3.2135, 0.7437, -3.0429)  0.229
H (-0.6122, 2.1742, 2.1130)  0.196
H (4.9739, -3.6963, -0.1475)  0.223
H (-4.4524, -3.1024, -4.5076)  0.224
H (5.3091, -4.0077, 1.5555)  0.220
H (1.6651, -0.6432, 4.2920)  0.228
H (-0.0790, -5.1192, 1.4927)  0.220
H (-0.7388, 2.2099, -2.1398)  0.234
H (-0.6238, 4.6817, -2.1767)  0.213
H (1.4400, 6.6152, -1.2319)  0.235
H (1.1608, 6.6605, 0.5092)  0.221
H (-2.8040, 2.9370, 2.9811)  0.221
H (0.5716, 0.0207, 3.0825)  0.221
H (2.2923, 0.4628, 3.0762)  0.212
H (-5.4314, 2.7406, 2.1042)  0.222
H (4.0025, -1.2471, 2.4106)  0.209
H (1.6767, 2.0063, 1.1759)  0.210
H (-5.3115, 1.6935, 3.5126)  0.227
H (5.5399, -2.3875, 0.8941)  0.224
H (-0.2017, 6.7635, -0.6162)  0.226
H (2.6470, -4.5565, 0.0685)  0.206
H (-4.9738, -0.6664, -4.1330)  0.231
H (0.2622, -4.9543, -0.2338)  0.225
H (1.8869, 4.4571, 1.2900)  0.221
H (-2.2589, -3.9821, -3.7577)  0.238
H (-0.9405, -3.9141, 0.5409)  0.245
H (-5.9616, 1.0445, 1.9937)  0.239
H (-0.1805, -2.0738, 2.1028)  0.247

Atomic forces in eV per Å
-2.0 -0.2 0.4
0.2 0.1 0.0
0.0 0.1 0.0
0.2 -0.1 -0.2
0.1 0.2 0.0
0.1 -0.3 0.0
0.0 0.0 -0.1
0.6 0.3 0.1
0.1 0.0 0.1
0.3 0.1 -0.1
-0.1 0.1 0.0
0.2 0.2 0.1
-0.1 0.0 -0.3
0.2 -0.2 -0.1
0.2 0.1 0.0
0.1 0.0 0.0
0.0 0.0 0.0
0.0 -0.1 0.0
0.0 -0.1 0.0
0.0 0.1 0.0
0.1 0.0 0.0
-0.1 0.0 0.0
0.0 0.0 0.0
0.1 0.0 0.0
0.0 0.1 0.0
0.1 0.0 -0.1
0.0 0.0 0.0
0.1 0.0 0.0
0.1 0.0 0.0
-0.1 -0.2 -0.1
0.0 0.1 0.0
-0.1 0.1 0.0
0.0 0.0 -0.1
0.0 -0.1 0.0
0.0 0.0 0.0
0.0 0.0 0.0
-0.1 -0.2 0.2
0.0 0.0 0.1
0.0 -0.1 0.0
-0.1 -0.1 0.0
0.0 0.0 0.0
0.0 0.0 0.0
0.0 0.0 0.0
0.0 0.0 0.0
0.0 0.0 0.0
0.0 0.0 0.0
0.0 0.0 0.0
0.0 0.0 0.0
0.0 0.0 0.0
0.0 0.0 0.0
0.0 0.0 0.0
0.0 0.0 0.0
0.0 0.0 0.0
0.0 0.0 0.0
0.0 0.0 0.0
0.0 0.0 0.0
0.0 0.0 0.0
0.0 0.0 0.0
0.0 0.0 0.0
0.0 0.0 0.0
0.0 0.0 0.1
0.0 0.0 0.0
0.0 0.0 0.0
0.0 0.0 0.0
0.0 0.0 0.0
0.0 0.0 0.0
0.0 0.0 0.0
0.0 0.0 -0.1